{
  "formula": "C25H71NO27P6",
  "method": "ωB97M-V/def2-TZVPD",
  "symbols": ["C", "C", "O", "C", "C", "O", "N", "C", "C", "O", "C", "H", "H", "H", "H", "H", "H", "H", "H", "H", "H", "H", "H", "H", "H", "H", "H", "H", "C", "O", "P", "O", "O", "C", "O", "C", "H", "H", "H", "H", "H", "H", "H", "H", "H", "C", "O", "P", "O", "O", "C", "O", "C", "H", "H", "H", "H", "H", "H", "H", "H", "H", "C", "O", "P", "O", "O", "C", "O", "C", "H", "H", "H", "H", "H", "H", "H", "H", "H", "C", "O", "P", "O", "O", "C", "O", "C", "H", "H", "H", "H", "H", "H", "H", "H", "H", "C", "O", "P", "O", "O", "C", "O", "C", "H", "H", "H", "H", "H", "H", "H", "H", "H", "C", "O", "P", "O", "O", "C", "O", "C", "H", "H", "H", "H", "H", "H", "H", "H", "H"],
  "positions_angstrom": [[-3.26523, 0.18065, 1.18291], [-2.95816, 1.07973, -0.02488], [-1.81914, 0.68781, -0.77897], [-0.70194, 0.38529, 0.06764], [0.52602, 0.59437, -0.79754], [1.78592, 0.50526, -0.11776], [1.63571, -0.05622, 1.15918], [2.03597, 0.85704, 2.20955], [1.45371, 2.25004, 2.06583], [0.36905, 2.41884, 2.98073], [-0.05039, 3.76478, 2.95371], [-2.78398, 0.59102, 2.07347], [-4.33111, 0.12619, 1.39819], [-2.89026, -0.83222, 1.04152], [-2.92382, 2.11565, 0.33334], [-3.81646, 0.99414, -0.69490], [-0.80868, -0.64466, 0.39709], [-0.72507, 1.07363, 0.91615], [0.47825, 1.53265, -1.35103], [0.51666, -0.19851, -1.55690], [2.08697, -0.95867, 1.21499], [3.12304, 0.91710, 2.36808], [1.63775, 0.44701, 3.14254], [1.09523, 2.47746, 1.05923], [2.21140, 3.00176, 2.32152], [0.79950, 4.42974, 3.16228], [-0.47691, 4.03910, 1.98233], [-0.80439, 3.94981, 3.71809], [1.50449, 2.17011, 5.81398], [2.49835, 2.55805, 6.79270], [2.11445, 3.73026, 7.86725], [3.43444, 4.25696, 8.26984], [1.40390, 2.75088, 8.92990], [2.19258, 1.72574, 9.52747], [1.03561, 4.88609, 8.18137], [1.31219, 6.19705, 7.65435], [1.92914, 1.38474, 5.19750], [0.60754, 1.79053, 6.30898], [1.24496, 3.01255, 5.17935], [3.25239, 1.97958, 9.52314], [2.04099, 0.78252, 9.00033], [1.85673, 1.61050, 10.55581], [1.68350, 6.15439, 6.63173], [2.04317, 6.69352, 8.28875], [0.38001, 6.75647, 7.67099], [9.32090, 0.96933, 1.41795], [8.77328, -0.23865, 1.98650], [7.17917, -0.26815, 2.36657], [7.10120, -1.34139, 3.37948], [6.68021, -0.69568, 0.89609], [7.14134, -1.94197, 0.38431], [5.87011, 0.64603, 2.56397], [5.61940, 1.15120, 3.89192], [10.37562, 0.79333, 1.22675], [8.82208, 1.21235, 0.47690], [9.22403, 1.80350, 2.11295], [7.42135, -2.62629, 1.18478], [7.99802, -1.78319, -0.27264], [6.33979, -2.38902, -0.20000], [6.53229, 1.50786, 4.36413], [5.17197, 0.36973, 4.50266], [4.91689, 1.97702, 3.80627], [-7.86829, -1.67227, -5.01272], [-7.53688, -0.61168, -4.08489], [-6.15975, 0.23881, -4.34136], [-5.86531, 0.80377, -3.00343], [-6.87242, 1.27576, -5.35888], [-7.98753, 2.01966, -4.88343], [-4.73828, 0.52275, -5.08548], [-3.60828, -0.04671, -4.40304], [-8.80855, -2.11209, -4.69297], [-7.98325, -1.27437, -6.02288], [-7.09945, -2.44292, -5.01023], [-7.97030, 2.12163, -3.79812], [-8.91831, 1.53841, -5.18911], [-7.93965, 3.00833, -5.33628], [-3.80662, -1.07343, -4.09929], [-3.36580, 0.54579, -3.52342], [-2.76473, -0.03359, -5.08941], [-5.72481, 7.85663, -1.15435], [-4.36788, 7.38848, -1.01907], [-3.90582, 6.67182, 0.40286], [-2.43620, 6.89600, 0.31600], [-4.41794, 5.20873, -0.02682], [-3.88888, 4.62668, -1.21970], [-4.07993, 6.27094, 1.97945], [-3.49223, 7.17351, 2.93041], [-5.82877, 8.27927, -2.14994], [-6.43144, 7.03038, -1.04154], [-5.94374, 8.63200, -0.41964], [-2.91237, 5.03977, -1.47144], [-4.57699, 4.78512, -2.05023], [-3.79386, 3.55871, -1.04730], [-3.69787, 8.21318, 2.68273], [-2.41678, 7.01073, 2.95292], [-3.91423, 6.95330, 3.90866], [7.23126, -5.45563, 2.66163], [7.22781, -6.55410, 1.72170], [8.57631, -7.47422, 1.59668], [8.46022, -8.05139, 0.24229], [8.20617, -8.46854, 2.80867], [7.02093, -9.25040, 2.69477], [10.13629, -7.53492, 1.99773], [11.07371, -6.97703, 1.05841], [6.26287, -4.96628, 2.61577], [7.39951, -5.82035, 3.67712], [8.00381, -4.73473, 2.39488], [6.73725, -9.40143, 1.65344], [6.20177, -8.76738, 3.22978], [7.21911, -10.21609, 3.15511], [10.72262, -6.03287, 0.64554], [11.24323, -7.68839, 0.25304], [12.00528, -6.80674, 1.59252], [-5.41281, -3.66239, -10.91003], [-5.53979, -3.74868, -9.47588], [-6.65890, -4.77472, -8.84635], [-6.90227, -4.20040, -7.50612], [-5.67321, -6.05210, -8.88535], [-4.46214, -5.99496, -8.13683], [-7.90238, -5.75252, -9.16389], [-9.22645, -5.20382, -9.01708], [-4.62361, -2.94823, -11.12699], [-5.14293, -4.63368, -11.33123], [-6.34009, -3.30918, -11.36138], [-4.53446, -5.29216, -7.30710], [-3.63375, -5.70814, -8.78624], [-4.27139, -6.99177, -7.74524], [-9.29771, -4.19750, -9.42596], [-9.49594, -5.19158, -7.96321], [-9.90891, -5.85550, -9.55663]],
  "mulliken_charge": [-1.251, 0.122, -0.377, 0.149, -0.723, -0.272, -0.041, -0.383, -0.495, -0.418, -0.941, 0.219, 0.413, 0.353, 0.037, 0.399, 0.144, 0.166, 0.254, 0.291, 0.208, -0.108, 0.199, 0.489, 0.497, 0.372, 0.373, 0.259, -0.342, -0.174, 0.969, -0.683, -0.371, -0.671, -0.327, -0.641, 0.019, 0.356, 0.260, 0.340, 0.245, 0.235, 0.304, 0.277, 0.249, -0.684, -0.302, 0.891, -0.676, -0.287, -0.463, -0.135, -0.787, 0.234, 0.322, 0.291, 0.068, 0.272, 0.250, 0.505, 0.293, 0.213, -0.775, -0.358, 1.112, -0.596, -0.353, -0.663, -0.334, -0.658, 0.334, 0.312, 0.332, 0.335, 0.234, 0.239, 0.317, 0.251, 0.265, -0.692, -0.320, 1.097, -0.672, -0.332, -0.338, -0.318, -0.689, 0.235, 0.319, 0.297, 0.387, 0.273, -0.079, 0.332, 0.262, 0.255, -0.622, -0.271, 1.036, -0.677, -0.338, -0.678, -0.289, -0.645, 0.256, 0.345, 0.225, 0.348, 0.245, 0.231, 0.310, 0.279, 0.247, -0.694, -0.234, 0.905, -0.516, -0.355, -0.614, -0.311, -0.645, 0.233, 0.324, 0.294, 0.295, 0.242, 0.238, 0.325, 0.267, 0.247],
  "smiles": "COP(=O)(OC)OC.COP(=O)(OC)OC.COP(=O)(OC)OC.COP(=O)(OC)OC.COP(=O)(OC)OC.COP(=O)(OC)OC.CCOCCONCCOC",
  "charge": 0,
  "homo_lumo_gap_ha": 0.3069,
  "spin_multiplicity": 1,
  "homo_ev": -8.8392
}

---

{
  "formula": "C25H72BeN5O12",
  "method": "ωB97M-V/def2-TZVPD",
  "symbols": ["Be", "O", "C", "O", "O", "H", "C", "C", "C", "O", "C", "N", "H", "H", "H", "H", "H", "H", "H", "H", "H", "H", "H", "C", "C", "C", "O", "C", "N", "H", "H", "H", "H", "H", "H", "H", "H", "H", "H", "H", "C", "C", "C", "O", "C", "N", "H", "H", "H", "H", "H", "H", "H", "H", "H", "H", "H", "C", "C", "C", "O", "C", "N", "H", "H", "H", "H", "H", "H", "H", "H", "H", "H", "H", "C", "C", "C", "O", "C", "N", "H", "H", "H", "H", "H", "H", "H", "H", "H", "H", "H", "C", "O", "H", "H", "H", "H", "C", "O", "H", "H", "H", "H", "C", "O", "H", "H", "H", "H", "C", "O", "H", "H", "H", "H"],
  "positions_angstrom": [[-3.01262, -0.26605, -7.08933], [-1.32362, 0.55470, -0.42572], [-1.55576, 0.15188, -1.70860], [-1.02128, -0.86746, -2.12108], [-2.42751, 0.76808, -2.40102], [-1.89230, 1.32274, -0.51693], [-1.73537, 8.44702, 0.99172], [-0.44222, 8.75284, 1.80740], [0.54898, 9.78896, 1.11464], [-0.11718, 10.99324, 0.75157], [0.76487, 11.85847, 0.05776], [-0.91626, 9.23693, 3.04156], [-2.42809, 7.86109, 1.59583], [-1.53722, 7.81956, 0.12274], [-2.35005, 9.30183, 0.70963], [0.11647, 7.85561, 2.07375], [1.02995, 9.31799, 0.25733], [1.30770, 9.96071, 1.87815], [0.23718, 12.73396, -0.32059], [1.26524, 11.30390, -0.73609], [1.59106, 12.24124, 0.65691], [-1.33856, 10.13570, 2.85726], [-0.11593, 9.48045, 3.60747], [-4.30946, -7.50158, -5.88761], [-3.34842, -6.89689, -4.87193], [-2.57675, -7.99971, -4.09143], [-3.41093, -8.76432, -3.20580], [-2.92278, -9.90149, -2.57919], [-2.42640, -5.90627, -5.49022], [-3.72478, -8.23023, -6.44914], [-4.75310, -6.73694, -6.52526], [-5.16945, -7.99475, -5.43450], [-3.97703, -6.29349, -4.21704], [-1.76415, -7.53972, -3.52913], [-2.07375, -8.71633, -4.74070], [-3.51606, -10.02376, -1.67302], [-1.86807, -9.87385, -2.30547], [-3.14528, -10.82031, -3.12176], [-1.89876, -5.45882, -4.75437], [-1.78590, -6.56888, -5.90352], [7.01507, 5.52166, -6.74362], [7.12218, 4.52301, -5.56832], [5.79615, 4.42277, -4.73105], [6.02362, 3.77151, -3.44235], [4.89451, 3.72934, -2.61648], [7.43477, 3.25665, -6.11573], [6.85070, 6.48394, -6.25878], [6.16671, 5.25421, -7.37357], [7.92409, 5.68201, -7.32336], [7.97064, 4.79759, -4.94155], [4.97769, 4.01526, -5.32447], [5.51828, 5.41822, -4.38472], [5.12216, 2.93567, -1.90489], [4.07740, 3.41709, -3.26677], [4.64498, 4.61306, -2.02921], [7.43532, 2.62848, -5.32484], [6.60364, 2.92289, -6.58256], [3.79947, -6.24381, 2.69584], [3.68558, -5.09436, 3.69371], [4.73506, -5.06202, 4.85206], [4.42823, -6.21958, 5.67434], [5.37634, -6.36632, 6.65110], [3.78826, -3.89201, 2.94354], [3.79003, -7.17004, 3.27038], [4.73382, -6.20495, 2.13584], [3.03388, -6.23447, 1.92003], [2.67003, -5.04407, 4.08644], [4.61731, -4.21616, 5.52936], [5.76692, -5.17637, 4.51995], [6.36978, -6.44759, 6.20998], [5.22329, -7.26536, 7.24810], [5.23550, -5.51314, 7.31468], [2.97813, -3.69470, 2.37356], [4.54582, -3.87366, 2.27582], [-1.61481, 2.07819, 6.00306], [-0.68548, 0.89134, 6.07135], [-1.55364, -0.43008, 6.06176], [-2.38366, -0.50225, 7.20241], [-3.37138, -1.56375, 7.05570], [0.20569, 1.05905, 4.87678], [-2.42159, 2.11732, 6.73497], [-2.03377, 2.26288, 5.01389], [-1.08169, 3.00913, 6.19601], [-0.08080, 0.86468, 6.97786], [-0.81504, -1.21944, 6.20128], [-2.20425, -0.48878, 5.18922], [-3.61146, -1.92700, 8.05495], [-2.96486, -2.42311, 6.52247], [-4.26714, -1.27851, 6.50400], [0.82599, 0.26734, 4.78443], [-0.43286, 0.95441, 4.10128], [-3.59993, -5.71947, 1.75917], [-4.59084, -6.71549, 1.42363], [-3.37959, -5.15657, 0.85214], [-3.89382, -4.95974, 2.48342], [-2.67250, -6.18712, 2.08973], [-4.23756, -7.35244, 0.79827], [-7.46787, 4.48472, -3.46439], [-7.30694, 5.22117, -4.67724], [-6.64175, 4.77412, -2.81487], [-8.45477, 4.62559, -3.02359], [-7.28805, 3.41181, -3.53249], [-7.47845, 6.13548, -4.44012], [4.36483, -3.63382, -4.54153], [4.05065, -2.42400, -3.81517], [4.30493, -4.46378, -3.83748], [3.62152, -3.73939, -5.33175], [5.38232, -3.53361, -4.91939], [3.10329, -2.35146, -3.67784], [-6.68351, 1.75145, 2.14050], [-7.96679, 2.13659, 2.45844], [-6.58531, 0.73758, 2.52848], [-6.42561, 1.67228, 1.08441], [-5.95812, 2.41349, 2.61336], [-8.03713, 2.00037, 3.40612]],
  "mulliken_charge": [0.551, -0.361, 0.786, -0.370, -0.428, 0.313, -1.389, 0.285, -0.725, -0.287, -0.746, -0.686, 0.422, 0.354, 0.289, 0.382, 0.401, 0.386, 0.251, 0.307, 0.312, 0.303, 0.252, -1.388, 0.438, -0.657, -0.311, -0.786, -0.750, 0.310, 0.362, 0.314, 0.333, 0.332, 0.369, 0.236, 0.342, 0.296, 0.274, 0.296, -1.331, 0.311, -0.669, -0.309, -0.685, -0.692, 0.349, 0.303, 0.363, 0.351, 0.350, 0.355, 0.248, 0.316, 0.250, 0.309, 0.275, -1.438, 0.454, -0.741, -0.310, -0.690, -0.591, 0.337, 0.358, 0.391, 0.260, 0.426, 0.364, 0.294, 0.246, 0.284, 0.272, 0.266, -1.326, 0.300, -0.551, -0.334, -0.751, -0.683, 0.352, 0.294, 0.352, 0.380, 0.317, 0.339, 0.279, 0.324, 0.294, 0.276, 0.250, -0.475, -0.497, 0.222, 0.229, 0.228, 0.293, -0.535, -0.505, 0.249, 0.252, 0.228, 0.312, -0.423, -0.501, 0.216, 0.222, 0.195, 0.290, -0.504, -0.502, 0.243, 0.218, 0.225, 0.321],
  "charge": 1,
  "homo_lumo_gap_ha": 0.0456,
  "spin_multiplicity": 1,
  "homo_ev": -10.8683
}

---

Max |F|: 6.593, 2.658 (eV/A)